C24H33MnN6S2Si2 | the ωB97M-V functional and the def2-TZVPD basis

Properties
* E: -3789.08928 a.u.
* energy above the lowest of the compared OMol25 structures with the same formula, charge and spin: 0.4520 eV
* spin multiplicity: 2
* frontier orbital gap (spin up / spin down): 8.08 / 8.35 eV
* charge: +1

Each line ends with the Löwdin spin population.
CARTESIAN COORDINATES (ANGSTROEM)
Mn (-0.03274, 0.12744, 0.62791)  1.017
C (-1.99351, 2.62245, -1.17533)  -0.004
Si (-2.08213, 1.63627, 0.42077)  -0.018
C (-2.02053, 2.85803, 1.82404)  -0.002
C (-3.76244, 0.85644, 0.41617)  -0.003
C (-4.98450, 1.53992, 0.48314)  0.000
C (-6.17278, 0.83906, 0.39521)  0.000
C (-6.15642, -0.54765, 0.23201)  0.000
C (-4.95228, -1.22329, 0.16089)  0.000
C (-3.74501, -0.51857, 0.25812)  -0.003
Si (-2.04609, -1.27276, 0.16358)  -0.012
C (-1.98688, -2.10165, -1.51847)  -0.005
C (-2.03274, -2.64607, 1.43139)  0.004
H (-2.94736, 3.15070, -1.26214)  0.000
H (-1.90356, 1.97969, -2.05264)  0.000
H (-1.20166, 3.37186, -1.19833)  0.000
H (-2.87837, 3.52281, 1.67898)  -0.001
H (-1.11992, 3.47170, 1.82371)  0.000
H (-2.11483, 2.38807, 2.80055)  0.000
H (-5.01405, 2.61790, 0.60350)  0.000
H (-7.11824, 1.36324, 0.45019)  0.000
H (-7.08909, -1.09255, 0.16109)  0.000
H (-4.95858, -2.30093, 0.03211)  0.000
H (-2.96958, -2.55780, -1.66657)  -0.001
H (-1.24126, -2.89150, -1.59710)  0.000
H (-1.84475, -1.39614, -2.34051)  0.000
H (-3.00710, -3.13305, 1.33184)  0.000
H (-1.95179, -2.28902, 2.45828)  0.000
H (-1.26644, -3.40050, 1.25273)  0.000
S (-0.23108, 0.17785, 2.91240)  0.024
C (1.51499, 0.27338, 2.79780)  0.002
C (2.46067, 0.37601, 3.81640)  0.002
C (3.79613, 0.33104, 3.46796)  0.002
C (4.16694, 0.19388, 2.12961)  0.002
C (3.17064, 0.12727, 1.17893)  0.001
N (1.88084, 0.17906, 1.51427)  -0.005
H (2.13952, 0.46452, 4.84463)  0.000
H (4.55600, 0.39310, 4.23615)  0.000
H (5.20504, 0.14154, 1.83521)  0.000
H (3.38939, 0.02130, 0.12142)  0.000
C (3.00320, 3.93583, 1.74073)  0.000
C (1.62194, 4.09820, 1.10404)  0.000
C (1.40102, 3.12475, -0.00583)  0.001
N (0.68686, 2.06199, 0.08071)  -0.001
N (0.68730, 1.27256, -1.04050)  -0.001
C (1.38049, 1.78459, -2.01114)  -0.001
N (1.53895, 1.21235, -3.22512)  -0.001
S (2.12683, 3.28772, -1.57520)  -0.001
H (3.11665, 4.64369, 2.55995)  0.000
H (3.80104, 4.12427, 1.02131)  0.000
H (3.12986, 2.92885, 2.13806)  0.000
H (1.49081, 5.11189, 0.72110)  0.000
H (0.83797, 3.92318, 1.84015)  0.000
H (0.88073, 0.50022, -3.49470)  0.000
H (1.93431, 1.75194, -3.97530)  0.000
N (0.93163, -2.76696, 2.13698)  0.000
C (1.23049, -2.77346, 0.82242)  0.002
C (2.02860, -3.81304, 0.29381)  0.000
C (2.37866, -3.79957, -1.02463)  0.000
C (1.91839, -2.76267, -1.84640)  0.000
C (1.12187, -1.81314, -1.27480)  0.001
N (0.77737, -1.78268, 0.03286)  -0.002
H (1.12514, -3.59369, 2.67392)  0.000
H (0.21230, -2.14468, 2.48713)  0.002
H (2.35677, -4.60424, 0.95415)  0.000
H (2.99477, -4.59157, -1.42955)  0.000
H (2.15154, -2.72023, -2.89950)  0.000
H (0.69363, -1.02067, -1.86675)  0.000